# 1
Below is a structure of composition C20H33N3O7PRbS7Sb, with properties calculated with ωB97M-V/def2-TZVPD.

XYZ file:
```
73
Properties=species:S:1:pos:R:3:forces:R:3:mulliken_charge:R:1
Rb 1.124 -0.931 -0.097 0.2842 -0.1081 0.7330 0.710
C 4.430 2.082 2.350 0.0000 -0.0147 -0.0093 -0.684
C 3.709 2.560 3.610 0.0490 0.0187 0.0050 -0.891
S 2.350 1.497 4.171 -0.0253 0.0689 -0.0140 0.012
C 0.951 2.659 4.210 -0.0509 -0.0317 0.0576 -0.642
C -0.343 1.956 3.806 0.0032 -0.0028 0.0080 -1.063
S -0.462 1.541 2.055 -0.0111 0.0407 0.0041 0.559
C -0.833 3.193 1.405 0.0144 -0.0205 0.0085 -1.177
C -0.812 3.224 -0.118 -0.0597 -0.0407 -0.0481 -0.869
S 0.671 2.604 -0.939 0.1523 0.0683 0.0021 0.393
C 1.922 3.832 -0.464 -0.0041 0.0035 0.0534 -1.435
C 2.646 3.555 0.853 -0.0227 0.0037 -0.0728 0.930
S 3.451 1.932 0.837 -0.0674 0.0427 0.0623 0.109
H 4.838 1.082 2.515 -0.0083 0.0013 0.0258 0.302
H 5.271 2.760 2.175 0.0088 -0.0219 -0.0340 0.352
H 3.319 3.569 3.473 0.0004 -0.0126 -0.0063 0.407
H 4.456 2.616 4.405 -0.0447 -0.0220 0.0263 0.457
H 1.155 3.505 3.553 0.0148 -0.0225 -0.0104 0.185
H 0.834 3.054 5.222 0.0443 -0.0148 0.0074 0.461
H -1.205 2.567 4.088 0.0148 0.0043 -0.0030 0.399
H -0.424 1.008 4.340 -0.0087 -0.0301 -0.0006 0.200
H -0.113 3.911 1.803 0.0285 0.0095 0.0223 0.511
H -1.824 3.499 1.756 -0.0066 -0.0282 -0.0044 0.510
H -1.027 4.244 -0.451 0.0291 -0.0031 -0.0166 0.533
H -1.587 2.571 -0.527 0.0115 -0.0165 0.0175 0.103
H 1.483 4.834 -0.437 -0.0287 -0.0094 0.0120 0.428
H 2.647 3.819 -1.281 0.0001 -0.0067 0.0036 0.426
H 1.941 3.589 1.682 -0.0041 -0.0224 -0.0248 -1.085
H 3.410 4.322 1.020 0.0068 -0.0059 -0.0056 0.511
S 4.393 -1.527 4.343 -0.0259 0.0303 0.1574 -0.600
Sb 2.314 -2.202 3.857 0.0269 -0.0340 -0.2913 0.948
S 0.476 -1.641 5.002 -0.0024 0.0125 0.1638 -0.580
S 2.060 -3.526 2.065 -0.0189 -0.0220 0.0529 -0.572
C -3.328 -4.275 2.339 -0.0240 0.0036 -0.0122 -1.267
C -2.050 -3.460 2.182 0.0602 0.0219 -0.0210 -0.401
P -1.935 -2.256 0.783 -0.1180 -0.0025 -0.0120 0.731
C -2.405 -3.344 -0.641 0.0218 -0.0480 0.0112 -0.880
C -2.168 -2.702 -2.008 0.0295 0.0224 0.0076 -0.777
C -3.502 -1.299 1.037 -0.0158 -0.0548 0.0821 -0.934
C -3.593 0.006 0.251 0.0215 -0.0060 -0.0145 -0.810
H -3.270 -4.927 3.215 0.0049 -0.0013 0.0042 0.413
H -3.509 -4.910 1.470 0.0004 -0.0051 -0.0091 0.262
H -4.202 -3.633 2.465 -0.0009 0.0028 0.0081 0.257
H -1.180 -4.116 2.073 -0.0202 0.0020 0.0112 0.316
H -1.844 -2.879 3.086 -0.0059 -0.0084 0.0077 0.216
H -3.449 -3.661 -0.542 -0.0041 0.0199 0.0079 0.460
H -1.791 -4.247 -0.545 -0.0074 0.0028 -0.0102 0.448
H -2.694 -1.752 -2.120 0.0204 -0.0257 -0.0127 0.120
H -2.493 -3.366 -2.813 -0.0009 -0.0063 -0.0017 0.452
H -1.109 -2.489 -2.165 -0.0270 0.0118 0.0009 -0.012
H -3.538 -1.084 2.112 0.0046 0.0255 -0.0096 0.429
H -4.362 -1.942 0.818 0.0117 -0.0031 -0.0041 0.425
H -2.766 0.664 0.513 -0.0025 0.0095 0.0051 -0.048
H -4.534 0.518 0.474 -0.0039 0.0077 -0.0146 0.422
H -3.523 -0.140 -0.827 -0.0128 0.0031 -0.0048 0.244
O 0.495 -2.045 -7.903 -0.0203 0.0307 0.0360 -0.702
N -0.222 -1.404 -7.134 -0.0174 -0.0677 -0.1294 1.039
O -1.331 -0.995 -7.465 0.0352 0.0065 0.0281 -0.683
C 0.248 -1.125 -5.810 0.1535 -0.0347 0.0498 -0.349
C -0.585 -0.444 -4.904 -0.1269 0.0880 0.1283 -0.806
C -0.153 -0.168 -3.614 0.0269 -0.1036 -0.2229 -0.103
C 1.257 -0.400 -3.249 0.0495 -0.0824 -0.1164 0.919
O 1.840 0.148 -2.305 0.0161 0.1332 -0.4546 -0.748
C 1.940 -1.306 -4.155 -0.0847 0.1307 -0.0097 -0.588
C 1.491 -1.594 -5.435 -0.0622 0.0366 -0.0248 -0.395
N 3.202 -1.856 -3.752 0.1450 -0.1779 -0.0114 0.998
O 4.015 -2.164 -4.626 -0.0352 0.0437 0.0457 -0.683
O 3.412 -2.059 -2.563 -0.0302 0.0387 -0.0740 -0.592
N -1.064 0.331 -2.697 -0.1167 0.0329 -0.1921 0.702
O -0.821 0.254 -1.435 -0.1568 0.1126 0.0101 -0.184
O -2.214 0.702 -3.105 -0.0110 0.0359 0.0399 -0.880
H -1.589 -0.167 -5.180 0.0011 -0.0038 0.0009 0.584
H 2.099 -2.173 -6.110 0.0032 -0.0051 -0.0052 0.560
```
Positions in Å, forces in eV/Å.

## Properties
⟨S²⟩	0.779
orbital gap (alpha / beta)	3.94 / 6.35	eV
energy	-132403.359	eV
E_LUMO (alpha / beta)	3.39 / 3.39	eV
relative energy (zero: lowest compared OMol25 entry of this formula, charge and spin)	0.202	eV
total charge	-2
spin multiplicity	2
HOMO level (alpha / beta)	-0.551 / -2.962	eV

# 2
Below is a cluster of 2 separate species, C5H13NO in total at a distorted geometry, with properties calculated with ωB97M-V/def2-TZVPD.

XYZ file:
```
20
Properties=species:S:1:pos:R:3:forces:R:3:mulliken_charge:R:1
C 0.399 1.078 -0.547 -1.1219 -0.2643 -0.9830 -0.973
N -0.738 0.755 0.294 0.5655 0.1539 1.0903 -0.071
C -0.314 0.044 1.539 -0.4342 0.2397 -1.9860 -0.677
C -1.622 -0.402 2.121 -1.2386 -0.2033 -0.1926 -0.528
C -2.464 -0.755 0.881 -0.0798 -0.2018 -1.2496 -0.515
C -1.847 0.031 -0.291 -0.3768 0.5538 -0.4425 -0.621
H 0.019 1.046 -1.577 0.3959 -0.1405 -0.0085 0.349
H 0.789 2.090 -0.453 0.0991 0.0362 0.5688 0.251
H 1.183 0.328 -0.419 0.3120 0.0573 -0.1941 0.332
H 0.319 -0.789 1.197 0.1487 -0.1646 0.5643 0.354
H 0.245 0.782 2.073 0.4794 0.0320 0.8657 0.368
H -1.660 -1.261 2.787 0.5756 0.1235 0.2550 0.320
H -2.122 0.438 2.606 0.1865 -0.0088 0.1802 0.267
H -3.526 -0.542 0.968 -0.0451 0.1670 0.3228 0.300
H -2.421 -1.798 0.558 0.1788 -0.1899 0.6370 0.276
H -2.550 0.746 -0.742 0.0040 -0.0258 0.2259 0.256
H -1.586 -0.619 -1.146 0.3520 -0.1647 0.3457 0.313
O 6.169 -0.668 -3.119 0.2525 -0.1686 0.3583 -0.638
H 5.976 0.199 -2.754 -0.0677 0.0798 -0.0662 0.319
H 5.750 -0.702 -3.976 -0.1860 0.0891 -0.2915 0.319
```
Positions in Å, forces in eV/Å.

## Properties
SMILES	CN1CCCC1.O
orbital gap	9.00	eV
energy	-8932.640	eV
E_LUMO	0.82	eV
relative energy (zero: lowest compared OMol25 entry of this formula, charge and spin)	1.370	eV
total charge	0
HOMO level	-8.172	eV

# 3
Below is the ion C8H18BrN2 with charge +1 at a distorted geometry, with properties calculated with ωB97M-V/def2-TZVPD.

XYZ file:
```
29
Properties=species:S:1:pos:R:3:forces:R:3:mulliken_charge:R:1
C -1.978 -0.569 0.069 -1.9621 -0.5581 3.1041 -0.808
C -1.137 -1.823 -0.202 0.9412 -0.0873 0.6352 -0.636
C -1.692 0.452 1.257 1.8101 -1.3157 1.6619 -0.792
C -0.460 -2.011 -1.572 -2.7999 0.0437 -1.4917 -1.074
C -0.420 1.193 1.215 -0.8798 -1.4888 -2.4195 0.069
C 0.005 -0.711 -2.219 -1.4101 -2.0582 0.7084 -0.483
C 1.167 2.887 1.915 -1.3618 3.2421 -1.7653 -1.000
C 2.331 -1.184 -1.347 0.9227 0.3022 0.2690 -0.785
N -0.054 2.153 2.027 1.1033 2.2648 1.4673 -0.157
N 1.198 -0.306 -1.616 0.5546 0.0246 -2.3540 0.059
Br 0.308 -1.206 -4.286 0.4603 0.4568 0.8248 0.013
H -2.048 0.035 -0.774 -0.4464 1.0208 -1.6224 0.428
H -3.028 -0.998 0.315 1.5425 1.0944 -0.6579 0.306
H -0.344 -1.969 0.502 0.3740 0.2516 1.0267 0.350
H -1.794 -2.673 -0.054 0.1195 -0.2344 -0.0886 0.465
H -2.407 1.215 1.385 -1.8549 0.5156 -0.3943 0.447
H -1.592 0.040 2.311 -0.9509 -0.7582 -1.0122 0.281
H 0.344 -2.707 -1.622 0.5196 -0.6689 0.4561 0.584
H -1.278 -2.514 -2.165 1.0516 0.9255 -0.1188 0.389
H 0.264 0.838 0.529 1.9155 -0.4603 -1.2970 0.068
H 1.484 3.451 2.779 -0.7150 0.1329 0.5624 0.346
H 1.895 2.209 1.816 3.1767 -2.5173 -0.8755 0.355
H 1.229 3.660 1.022 -0.3800 -1.5409 1.4127 0.241
H 1.957 -1.959 -0.676 0.7046 -0.3996 -0.6190 0.344
H 2.807 -1.422 -2.367 -1.0263 -0.4756 1.2517 0.355
H 3.198 -0.643 -0.866 -1.3627 -0.1229 -0.1639 0.327
H -0.855 -0.032 -2.420 1.4238 0.3180 0.4748 0.700
H 1.573 0.519 -2.011 0.0029 1.8962 -0.1014 0.387
H -0.597 2.457 2.775 -1.4729 0.1971 1.1263 0.220
```
Positions in Å, forces in eV/Å.

## Properties
⟨S²⟩	2.027
orbital gap (alpha / beta)	4.52 / 4.39	eV
energy	-81598.227	eV
E_LUMO (alpha / beta)	-3.76 / -8.51	eV
relative energy (zero: lowest compared OMol25 entry of this formula, charge and spin)	0.000	eV
total charge	+1
spin multiplicity	3
HOMO level (alpha / beta)	-8.281 / -12.895	eV

# 4
Below is a structure of composition C12H40ClN2O9 at a distorted geometry, with properties calculated with ωB97M-V/def2-TZVPD.

XYZ file:
```
64
Properties=species:S:1:pos:R:3:forces:R:3:mulliken_charge:R:1
Cl -0.637 0.079 -1.905 -3.8715 3.0569 -8.0489 -0.301
C 2.406 -2.991 -3.160 0.2536 0.4830 0.0759 -0.852
O 1.721 -2.589 -2.010 -0.5793 -2.2995 0.8666 -0.254
C 0.332 -2.824 -2.200 -0.7088 1.1108 0.3127 0.021
C -0.505 -2.808 -0.911 1.4686 -1.0946 -0.1898 -1.522
N -0.268 -1.607 -0.171 -1.1461 -4.6833 2.2824 -0.033
C -1.106 -1.514 1.000 0.5570 0.4630 -1.0136 -0.473
C -0.864 -2.551 2.059 0.9939 -1.0499 0.5575 -0.894
O 0.528 -2.694 2.418 0.0048 -0.1811 0.8942 -0.220
C 0.748 -3.456 3.608 0.6426 0.5519 -0.4301 -0.952
H 3.424 -2.629 -3.016 0.1798 -0.2227 -0.2755 0.252
H 1.981 -2.501 -4.036 0.0580 -0.0345 -0.2059 0.315
H 2.391 -4.073 -3.291 0.0503 -0.2929 0.0221 0.334
H 0.153 -3.738 -2.766 0.0077 -0.2079 -0.0364 0.669
H -0.024 -1.972 -2.780 0.3579 -1.3557 -0.0963 0.352
H -0.171 -3.687 -0.360 -0.0059 -0.1721 0.4824 0.465
H -1.551 -2.973 -1.170 -0.3309 -0.0998 -0.2696 0.380
H -0.372 -0.861 -0.844 -0.8652 -2.9444 3.7243 1.450
H -2.141 -1.654 0.690 -0.8422 0.0628 0.2364 0.343
H -0.936 -0.489 1.332 -0.2677 -0.2532 0.6082 0.006
H -1.131 -3.568 1.770 -0.5250 -0.0739 -0.5306 0.515
H -1.484 -2.348 2.933 0.0067 0.3627 0.3299 0.519
H 0.638 -2.836 4.498 -0.5847 0.0540 0.2026 0.315
H 1.786 -3.784 3.673 0.3260 0.3055 -0.5720 0.256
H 0.228 -4.408 3.712 -0.8162 0.1256 -0.2761 0.331
C -1.950 5.010 -0.534 0.0296 -1.6657 -0.4134 -0.818
O -1.424 3.893 0.135 0.5334 -1.0305 1.1146 -0.325
C -0.241 3.296 -0.457 -0.5776 0.7306 0.7901 -1.324
C 0.008 1.774 -0.200 -0.8594 3.0285 2.7957 -1.475
N -0.058 1.370 1.196 0.6626 0.8291 -0.1056 0.359
C 1.084 1.781 2.002 -2.0938 -0.5102 0.7945 -0.512
C 0.631 1.521 3.469 0.1760 0.2633 -0.8560 -0.604
O -0.672 2.161 3.720 1.4463 0.0284 0.9364 -0.338
C -0.833 2.487 5.119 -0.1071 -0.4944 -0.9881 -0.837
H -1.188 5.766 -0.723 -0.1424 0.3618 0.0893 0.287
H -2.824 5.332 0.033 0.2925 0.4259 0.1314 0.238
H -2.329 4.595 -1.468 -0.0889 0.6135 -0.6318 0.313
H 0.626 3.834 -0.076 0.3135 0.2986 0.4048 0.240
H -0.161 3.417 -1.538 -1.2168 0.9548 1.1800 0.929
H 0.980 1.558 -0.643 -0.7188 1.1313 0.9218 -0.096
H -0.661 1.077 -0.705 -0.0924 3.2206 2.5344 1.203
H -0.882 1.809 1.581 -0.1933 0.1117 0.1404 0.480
H 1.306 2.844 1.910 0.2508 0.3061 -0.0672 0.348
H 1.931 1.171 1.687 0.1724 -0.0347 0.4011 0.187
H 1.467 1.887 4.065 -0.3742 0.3936 0.7245 0.474
H 0.521 0.454 3.665 -0.0494 -0.1280 -0.1226 0.230
H -0.454 1.670 5.733 0.2267 0.0522 0.1683 0.314
H -1.893 2.582 5.356 -0.0965 0.0083 -0.3431 0.246
H -0.358 3.437 5.365 0.2866 -0.0197 0.0354 0.288
O 1.909 -0.397 -2.894 1.6522 1.6979 -2.0204 -0.724
H 1.022 -0.285 -2.550 0.7638 -0.2724 -0.7638 0.350
H 2.420 -0.702 -2.145 -0.3198 -0.1728 0.1626 0.442
O 0.512 2.462 -2.510 2.1158 0.3803 -3.8200 -0.762
H 0.154 1.618 -2.234 -0.1431 -0.1450 -0.7274 -0.073
H 1.461 2.335 -2.499 0.3500 -0.1793 -0.4360 0.309
O -2.598 -1.399 -2.506 -2.5553 -1.5955 -0.4866 -0.681
H -2.680 -1.327 -3.457 -0.0495 -0.1539 -0.2483 0.321
H -1.976 -0.712 -2.266 -1.0743 -0.2470 0.0204 0.102
O 1.416 -0.291 -0.479 4.5466 0.0755 2.3666 -0.523
H 1.946 0.499 -0.586 0.7335 -0.1338 -0.0941 0.610
H 0.668 -0.158 -1.062 2.0140 0.3505 0.8274 -0.701
O -0.509 -0.939 -4.364 -0.1801 -0.5485 -2.5708 -0.632
H -0.690 -0.814 -3.432 -0.0640 0.1518 -0.3693 -0.193
H -0.826 -0.137 -4.780 0.0671 0.3065 -0.1253 0.321
```
Positions in Å, forces in eV/Å.

## Properties
orbital gap	6.79	eV
energy	-47011.212	eV
E_LUMO	2.86	eV
total charge	-1
HOMO level	-3.929	eV

- Which of these has the highest total charge?
  C8H18BrN2